1.
Computed, not measured: an isolated molecule of C18H18N4O3S2 in a non-equilibrium geometry, with wB97M-V/def2-TZVPD.

Geometry as XYZ:
```
45
Properties=species:S:1:pos:R:3:nbo_charge:R:1
C 4.19 1.23 1.53 -0.618
H 4.33 0.67 0.60 0.214
H 3.59 0.63 2.21 0.223
H 5.16 1.41 1.98 0.222
C 3.49 2.56 1.25 -0.219
N 2.21 2.36 0.61 -0.352
C 1.04 2.11 1.25 0.185
N 0.06 2.00 0.38 -0.364
N 0.58 2.17 -0.84 -0.264
C 1.87 2.37 -0.72 0.300
C 2.72 2.59 -1.85 -0.268
C 4.08 2.46 -2.00 -0.230
C 4.51 2.75 -3.31 -0.263
C 3.48 3.10 -4.14 -0.401
S 1.96 3.07 -3.34 0.508
H 3.53 3.36 -5.17 0.240
H 5.54 2.70 -3.62 0.228
H 4.75 2.14 -1.23 0.218
S 0.90 1.99 2.97 0.284
C -0.91 2.03 3.17 -0.604
H -1.07 2.36 4.20 0.260
H -1.30 2.75 2.46 0.252
C -1.56 0.65 3.00 0.665
O -1.92 0.01 3.95 -0.599
N -1.66 0.30 1.70 -0.655
C -2.19 -0.87 1.15 0.255
C -2.78 -1.87 1.92 -0.269
C -3.29 -2.99 1.29 -0.142
C -3.21 -3.14 -0.09 -0.201
C -2.61 -2.14 -0.85 -0.142
C -2.11 -1.01 -0.24 -0.278
H -1.65 -0.23 -0.82 0.222
H -2.55 -2.25 -1.92 0.230
C -3.77 -4.36 -0.70 0.780
O -4.29 -5.26 -0.09 -0.601
O -3.64 -4.38 -2.04 -0.512
C -4.16 -5.52 -2.70 -0.257
H -5.23 -5.62 -2.50 0.193
H -3.66 -6.43 -2.34 0.192
H -3.98 -5.38 -3.76 0.192
H -3.75 -3.78 1.87 0.236
H -2.85 -1.76 2.99 0.253
H -1.24 0.94 1.01 0.441
H 4.09 3.20 0.61 0.222
H 3.30 3.08 2.19 0.222
```

Results
Calculated total energy   -52732.3860 eV
HOMO level   -8.40 eV
Frontier orbital gap   0.3181 Ha
SMILES   CCn1c(SCC(=O)Nc2ccc(C(=O)OC)cc2)nnc1-c1cccs1

=====

2.
Computed, not measured: an isolated molecule of C18H18N4O4 in a non-equilibrium geometry, with wB97M-V/def2-TZVPD.

Geometry as XYZ:
```
44
Properties=species:S:1:pos:R:3:nbo_charge:R:1
O -3.64 -0.66 -0.05 -0.588
N 0.07 -0.30 -2.77 -0.088
N 0.82 2.48 2.48 -0.299
N 2.09 2.67 2.53 -0.287
O 1.50 1.28 4.20 -0.402
O -0.49 0.09 -1.53 -0.299
O 4.82 2.13 3.23 -0.721
C -2.41 -0.62 -0.07 0.621
C -0.76 -1.02 -3.38 0.140
C 0.44 1.71 3.48 0.455
C 2.51 1.98 3.57 0.433
C -1.86 -1.31 -2.48 -0.271
C -1.65 -0.63 -1.34 0.195
C -0.69 -2.21 -7.47 -0.199
C -1.96 -2.24 -6.81 -0.203
C 0.47 -1.76 -6.93 -0.208
C -1.92 -1.93 -5.40 -0.176
C 0.47 -1.32 -5.60 -0.166
C -0.72 -1.41 -4.79 -0.097
N -1.78 -0.23 1.11 -0.595
C -1.37 -0.10 3.60 -0.389
C -2.04 1.61 2.66 -0.409
C -0.96 1.32 3.74 -0.302
C -2.27 0.14 2.36 -0.045
C 4.20 0.43 4.67 -0.629
C 3.92 1.88 4.25 0.057
H 4.55 2.82 2.60 0.494
H -2.64 -2.07 -2.68 0.241
H -0.56 -2.63 -8.44 0.209
H -2.81 -2.49 -7.34 0.219
H 1.44 -1.70 -7.48 0.222
H -2.89 -1.95 -4.83 0.220
H 1.49 -1.20 -5.20 0.229
H -0.82 0.05 0.86 0.393
H -0.51 -0.70 3.33 0.206
H -1.66 -0.47 4.51 0.223
H -1.55 2.33 1.94 0.252
H -3.03 2.01 2.86 0.235
H -1.39 1.65 4.74 0.229
H -3.24 -0.34 2.45 0.233
H 4.52 -0.10 3.77 0.236
H 4.97 0.32 5.59 0.223
H 3.27 -0.08 5.03 0.221
H 4.07 2.56 5.04 0.189
```

Results
Calculated total energy   -33102.9981 eV
HOMO level   -9.20 eV
Frontier orbital gap   0.3450 Ha
SMILES   C[C@@H](O)c1nnc([C@H]2C[C@@H](NC(=O)c3cc(-c4ccccc4)no3)C2)o1

=====

3.
Computed, not measured: C18H18N6O2 as an isolated structure in a non-equilibrium geometry, with wB97M-V/def2-TZVPD.

Geometry as XYZ:
```
44
Properties=species:S:1:pos:R:3:nbo_charge:R:1
O -3.60 5.94 2.90 -0.617
N -0.35 -4.61 0.53 -0.425
N -1.12 -2.46 0.94 -0.299
N 0.39 -1.57 -1.37 -0.469
O -3.62 2.71 1.19 -0.464
C -3.23 5.02 2.15 0.649
C 0.58 -5.03 -0.22 0.204
C -1.04 -1.25 0.46 -0.081
C -0.41 -3.29 0.19 0.196
C -0.32 -0.75 -0.63 0.342
C 0.42 -2.86 -0.90 0.289
C 0.10 2.92 -0.55 -0.276
C -1.84 1.70 0.17 -0.332
C -0.42 4.09 0.07 -0.225
C -2.40 2.82 0.68 0.314
C -0.64 1.71 -0.44 0.240
C -1.59 4.03 0.75 0.059
N -0.10 0.55 -1.07 -0.614
N -2.04 5.18 1.48 -0.410
N 1.06 -4.04 -1.08 -0.365
C -4.08 3.77 1.99 -0.158
C -1.19 6.38 1.78 -0.391
C 2.13 -4.32 -2.14 -0.202
C 3.82 -5.32 -0.67 -0.427
C 4.72 -4.76 -1.74 -0.418
C 3.43 -4.04 -1.41 -0.244
H 0.74 -6.14 -0.28 0.213
H -1.42 -0.49 1.12 0.189
H 1.02 3.00 -1.11 0.216
H -2.58 0.84 0.22 0.245
H 0.08 5.03 -0.20 0.223
H 0.54 0.55 -1.91 0.429
H -4.35 3.35 2.97 0.225
H -4.89 4.23 1.47 0.215
H -1.55 7.27 1.36 0.212
H -0.23 6.15 1.42 0.203
H -1.05 6.58 2.81 0.222
H 2.13 -5.18 -2.68 0.207
H 1.92 -3.57 -2.90 0.209
H 3.94 -5.20 0.40 0.226
H 3.28 -6.19 -1.02 0.199
H 5.65 -4.18 -1.40 0.232
H 4.78 -5.41 -2.59 0.224
H 3.33 -3.16 -0.75 0.234
```

Results
Calculated total energy   -31990.3740 eV
HOMO level   -7.50 eV
Frontier orbital gap   0.2931 Ha

=====

4.
Computed, not measured: C18H18N8O4S2Ti as an isolated structure, with wB97M-V/def2-TZVPD.

Geometry as XYZ:
```
51
Properties=species:S:1:pos:R:3:nbo_charge:R:1
Ti -0.13 0.19 -0.12 1.528
O -3.35 1.58 -2.32 -0.664
C -2.13 1.31 -1.84 0.667
O -2.01 0.53 -0.83 -0.682
C -0.97 1.88 -2.34 -0.101
C -0.78 2.84 -3.37 -0.148
C 0.47 3.32 -3.62 -0.262
C 1.56 2.87 -2.82 -0.184
C 1.35 1.94 -1.86 0.025
N 0.10 1.41 -1.60 -0.486
C 2.35 1.41 -0.88 0.768
O 3.52 1.67 -0.88 -0.575
O 1.74 0.62 0.00 -0.734
H -3.98 1.03 -1.83 0.498
H -1.64 3.17 -3.94 0.229
H 0.63 4.06 -4.40 0.220
H 2.57 3.25 -2.96 0.240
N -0.85 -3.03 1.11 -0.741
C -0.80 -2.17 2.11 0.646
N -0.90 -2.65 3.35 -0.575
C -0.91 -1.76 4.32 0.608
N -1.00 -2.20 5.58 -0.758
N -0.85 -0.42 4.15 -0.557
C -0.72 -0.04 2.90 0.476
N -0.66 -0.83 1.82 -0.625
C -0.66 1.42 2.66 0.162
C -0.75 2.34 3.69 -0.195
C -0.70 3.69 3.37 -0.147
C -0.56 4.07 2.04 -0.219
C -0.47 3.08 1.07 0.077
N -0.52 1.79 1.38 -0.438
H -0.87 -4.01 1.34 0.415
H -0.62 -2.74 0.17 0.439
H -0.99 -3.18 5.77 0.412
H -0.94 -1.54 6.33 0.410
H -0.85 2.00 4.70 0.252
H -0.76 4.43 4.15 0.228
H -0.52 5.11 1.75 0.233
H -0.36 3.32 0.02 0.226
C 2.88 -4.10 1.33 -0.752
S 2.67 -2.35 0.97 0.194
C 3.42 -2.28 -0.66 -0.746
H 2.40 -4.72 0.58 0.216
H 2.41 -4.29 2.30 0.220
H 3.93 -4.37 1.40 0.212
H 4.49 -2.46 -0.61 0.213
H 3.25 -1.27 -1.04 0.242
H 2.95 -2.99 -1.34 0.225
S 0.38 -3.87 -2.73 -0.183
C 0.16 -2.51 -1.91 0.195
N 0.00 -1.53 -1.27 -0.703
```

Results
Calculated total energy   -83861.1719 eV
HOMO level (spin up / spin down)   -6.15 / -6.16 eV
Frontier orbital gap (spin up / spin down)   0.1913 / 0.1916 Ha

=====

5.
Computed, not measured: an isolated molecule of C18H18O4, with wB97M-V/def2-TZVPD.

Geometry as XYZ:
```
40
Properties=species:S:1:pos:R:3:nbo_charge:R:1
C 1.90 2.27 -0.93 -0.594
H 2.41 1.62 -0.23 0.203
H 1.41 1.64 -1.68 0.210
H 2.63 2.90 -1.43 0.209
C 0.87 3.13 -0.21 -0.421
C -0.16 2.25 0.45 0.020
C 0.00 1.83 1.77 -0.234
C -0.89 0.95 2.34 -0.164
C -1.96 0.45 1.60 -0.111
C -2.15 0.90 0.29 -0.196
C -1.26 1.80 -0.27 -0.222
H -1.41 2.14 -1.28 0.212
H -3.00 0.56 -0.28 0.216
C -2.80 -0.61 2.19 0.557
O -3.23 -0.59 3.31 -0.517
C -3.05 -1.82 1.27 -0.184
H -4.07 -1.78 0.89 0.221
O -2.20 -1.86 0.14 -0.516
C -0.88 -1.92 0.42 0.800
O -0.47 -2.09 1.53 -0.583
C -0.05 -1.68 -0.79 -0.252
C -0.66 -1.27 -1.98 -0.090
C 0.10 -0.98 -3.10 -0.259
C 1.48 -1.11 -3.05 -0.173
C 2.09 -1.52 -1.88 -0.263
C 1.34 -1.81 -0.75 0.358
O 2.00 -2.27 0.36 -0.515
C 2.41 -1.28 1.28 -0.242
H 2.88 -1.81 2.10 0.199
H 3.12 -0.59 0.82 0.162
H 1.55 -0.71 1.66 0.192
H 3.17 -1.63 -1.83 0.227
H 2.08 -0.88 -3.92 0.218
H -0.39 -0.67 -4.01 0.217
H -1.73 -1.18 -2.01 0.222
H -2.93 -2.73 1.88 0.229
H -0.76 0.61 3.36 0.230
H 0.84 2.19 2.34 0.213
H 1.37 3.75 0.54 0.209
H 0.38 3.79 -0.92 0.209
```

Results
Calculated total energy   -27147.9698 eV
HOMO level   -9.24 eV
Frontier orbital gap   0.3522 Ha
SMILES   CCc1ccc(C(=O)COC(=O)c2ccccc2OC)cc1

=====

Q: Which of these has the highest calculated total energy?
A: C18H18O4

=====

Q: Number 2 is which compound?
A: C18H18N4O4

=====

Q: Number 1 is which compound?
A: C18H18N4O3S2